{"formula": "C24H29ClN2O3", "method": "the ωB97M-V functional and the def2-TZVPD basis", "species": ["C", "O", "C", "C", "C", "C", "C", "C", "C", "C", "C", "N", "C", "O", "C", "C", "C", "C", "O", "N", "C", "C", "C", "C", "C", "C", "Cl", "C", "C", "C", "H", "H", "H", "H", "H", "H", "H", "H", "H", "H", "H", "H", "H", "H", "H", "H", "H", "H", "H", "H", "H", "H", "H", "H", "H", "H", "H", "H", "H"], "positions_angstrom": [[3.01760, 4.18925, -0.34632], [3.28143, 3.04379, 0.42589], [2.83137, 1.83594, -0.01575], [2.08337, 1.65232, -1.17359], [1.66412, 0.38381, -1.54337], [1.99337, -0.71230, -0.76984], [2.73928, -0.53137, 0.38531], [3.15825, 0.72818, 0.78679], [3.95015, 0.92323, 2.04890], [3.15054, 1.58807, 3.17945], [1.96909, 0.74789, 3.66633], [0.87081, 0.77672, 2.72775], [-0.36571, 1.20697, 3.03965], [-0.70831, 1.50928, 4.16294], [-1.31816, 1.30062, 1.84374], [-0.83855, 2.34644, 0.83907], [-1.89494, 2.49805, -0.24368], [-2.33712, 1.18590, -0.86421], [-2.82554, 1.15476, -1.97891], [-2.23491, 0.07053, -0.10111], [-2.70056, -1.17756, -0.66982], [-1.58943, -1.94087, -1.40947], [-2.16540, -3.12453, -2.12800], [-2.82306, -2.94906, -3.34035], [-3.38909, -4.02154, -4.00319], [-3.29865, -5.28724, -3.44589], [-4.00097, -6.63715, -4.26933], [-2.65155, -5.48453, -2.23785], [-2.09094, -4.40049, -1.58589], [-1.47266, -0.03719, 1.12627], [3.48734, 5.01526, 0.18529], [3.45299, 4.11009, -1.34728], [1.94260, 4.37991, -0.42989], [1.82320, 2.49075, -1.79989], [1.08214, 0.26303, -2.44420], [1.68372, -1.70263, -1.06656], [3.00301, -1.38663, 0.99109], [4.80639, 1.56271, 1.82427], [4.32255, -0.04339, 2.39395], [3.82432, 1.75419, 4.02133], [2.78608, 2.55903, 2.84329], [1.58124, 1.14178, 4.60870], [2.28712, -0.28933, 3.82477], [1.11599, 0.58472, 1.76891], [-2.28892, 1.61101, 2.24256], [0.10485, 2.02888, 0.38909], [-0.67396, 3.30259, 1.34034], [-1.54804, 3.14172, -1.05389], [-2.79455, 2.96073, 0.17285], [-3.49226, -0.93087, -1.38069], [-3.11651, -1.79751, 0.12884], [-0.82854, -2.26500, -0.69760], [-1.13429, -1.25585, -2.12669], [-2.89087, -1.95993, -3.76822], [-3.89627, -3.88093, -4.94469], [-2.58789, -6.47439, -1.81387], [-1.58549, -4.55477, -0.64344], [-1.98732, -0.74778, 1.78255], [-0.48243, -0.45533, 0.89356]], "energy_ev": -47005.5456, "e_homo_ev": -8.876, "de_lowest_kcal_mol": 3.67, "total_charge": 0}